Formula: C33H20F5FeN3OSSe3
Source: the Open Molecules 2025 dataset
Level of theory: ωB97M-V/def2-TZVPD

Calculated values
2S+1: 5
LUMO energy (alpha / beta): -1.667 / -1.633 eV
HOMO level (alpha / beta): -7.485 / -8.083 eV
ΔE to the lowest compared entry with this formula, charge and spin: 0.00 kcal per mole
Frontier orbital gap (alpha / beta): 5.818 / 6.450 eV
Max |F|: 3.8 eV/Å
Charge: 0

Last column: Mulliken spin population.
Element x y z (Å)
1 Fe 0.272 -0.009 0.171  3.196
2 Se -2.262 -0.228 0.283  0.253
3 Se -2.047 -2.454 2.128  0.633
4 C -0.522 -2.996 1.123  0.040
5 C -0.358 -4.430 1.023  -0.034
6 C 0.692 -4.854 0.313  0.009
7 C 1.534 -4.010 -0.405  -0.001
8 C 1.315 -2.697 -0.292  -0.002
9 N 0.300 -2.228 0.513  0.049
10 C -1.973 1.594 0.554  0.005
11 C -2.886 2.582 0.925  0.032
12 C -2.446 3.862 1.220  -0.019
13 C -1.074 4.129 1.052  0.048
14 C -0.226 3.179 0.641  -0.012
15 N -0.678 1.872 0.431  0.095
16 H -1.117 -5.119 1.476  0.000
17 H 0.871 -5.949 0.198  0.000
18 H 2.327 -4.358 -1.109  0.001
19 H 1.940 -2.014 -0.857  -0.005
20 H -3.982 2.410 0.805  0.002
21 H -3.133 4.626 1.441  -0.002
22 H -0.701 5.149 1.085  0.003
23 H 0.825 3.307 0.374  -0.001
24 N 0.487 0.018 2.319  -0.031
25 C 0.357 0.050 3.452  0.000
26 C 0.033 0.061 4.841  0.012
27 C -1.005 -0.809 5.286  -0.001
28 C -1.530 -0.557 6.537  -0.001
29 C -0.888 0.433 7.364  0.001
30 C 0.256 1.138 6.984  -0.001
31 C 0.658 0.977 5.685  0.000
32 H -1.380 -1.546 4.588  -0.005
33 H -2.384 -1.025 6.929  0.000
34 H -1.302 0.568 8.311  0.000
35 H 0.565 1.863 7.635  0.000
36 H 1.390 1.678 5.308  0.000
37 C -3.757 -0.167 -7.765  0.000
38 C -2.855 -0.323 -8.952  0.000
39 O -3.282 -0.488 -10.064  0.000
40 S -1.077 -0.218 -8.858  0.000
41 C -0.788 -0.140 -7.145  0.002
42 C -1.003 1.056 -6.513  -0.001
43 C -0.767 1.174 -5.112  0.005
44 C -0.250 0.053 -4.379  -0.010
45 C -0.036 -1.124 -5.093  0.006
46 C -0.319 -1.245 -6.444  -0.001
47 C 0.064 0.051 -2.979  0.051
48 C 0.108 -0.026 -1.771  -0.162
49 H -3.512 0.539 -7.067  0.000
50 H -3.694 -1.067 -7.129  0.000
51 H -4.756 -0.023 -8.188  0.000
52 H -1.505 1.806 -7.090  0.000
53 H -0.953 2.102 -4.573  -0.001
54 H 0.394 -1.952 -4.517  -0.002
55 H -0.150 -2.161 -7.002  0.000
56 F 4.851 0.677 5.253  -0.001
57 C 4.397 0.673 4.021  -0.014
58 C 4.475 1.812 3.203  0.005
59 F 5.241 2.804 3.590  0.000
60 C 3.930 1.802 1.934  -0.002
61 F 3.979 2.895 1.239  -0.001
62 C 3.373 0.655 1.408  -0.002
63 Se 2.677 0.592 -0.305  -0.145
64 C 3.348 -0.465 2.240  0.000
65 F 2.639 -1.556 1.833  0.003
66 C 3.768 -0.460 3.537  0.007
67 F 3.533 -1.491 4.361  0.000